Entry 1:
97
Properties=species:S:1:pos:R:3 method="wB97M-V/def2-TZVPD" gap_ev=6.83 e_lumo_ev=1.95 mol_weight_da=752.70 total_charge=-1
H -0.773 1.215 2.207
C -0.918 1.316 5.946
C 1.824 -4.634 -0.790
H -5.114 4.011 0.073
C -0.025 -2.735 -1.012
H -0.264 -4.922 -1.530
C 0.351 3.187 -0.084
C 3.458 2.105 5.517
H -1.524 -0.648 6.419
H 2.385 -4.216 -1.643
C -0.567 0.158 1.924
H -5.717 0.855 -2.856
H 5.879 -1.378 1.361
H -0.222 -0.382 2.822
C 5.294 -0.914 2.153
C -0.602 -0.082 6.294
H 2.620 8.386 6.338
H 1.658 -6.445 -2.075
H 1.629 7.021 6.890
C 4.165 3.345 5.150
N -1.166 2.404 5.679
H -4.745 2.455 0.842
N -8.785 -2.997 -8.433
H 6.449 4.900 0.398
H -0.010 -0.536 5.501
C -6.208 2.371 -0.674
C -0.677 -2.140 -4.966
H -0.750 2.925 -1.865
H -0.035 -0.113 7.223
C 8.091 4.494 1.660
N 8.941 4.847 2.346
C -5.541 3.077 0.435
H -0.617 -2.929 -5.751
N -4.443 -1.947 -4.732
H -3.136 -4.810 -4.484
N 1.663 -1.105 -1.677
H 6.316 3.397 1.331
H 2.888 -6.546 -0.792
C 2.805 -1.431 -2.025
N 2.905 1.141 5.802
N 4.744 1.576 1.516
C -0.186 -2.769 -3.637
Cl -1.377 -0.711 -2.538
H 1.011 1.011 0.707
H -0.273 0.230 -0.219
C -4.120 -2.957 -4.292
F 1.312 -1.929 1.774
H 1.806 -4.620 1.178
N -2.761 1.863 -2.521
H -3.037 -4.069 -2.869
H 0.215 4.417 -1.792
H 4.283 3.980 6.027
H 1.014 2.853 -2.056
C 1.273 -1.194 0.581
C -3.685 -4.246 -3.731
C -7.792 -1.520 -6.506
C 0.372 0.087 0.679
C 0.287 -4.270 -0.818
H -0.039 -1.296 -5.287
N -6.721 1.823 -1.542
H 5.862 -0.943 3.082
C 6.999 4.040 0.778
C 4.990 0.491 1.796
H -4.722 -0.122 -3.970
O 2.428 -4.402 0.471
C 2.484 7.307 6.278
O -1.287 -2.682 1.131
H 2.290 7.028 5.244
C -8.350 -2.351 -7.590
O 3.926 -1.749 -2.062
C -4.926 0.890 -3.614
H 1.164 -6.707 -0.298
C -0.451 -2.255 -2.421
H -5.253 1.516 -4.444
C -1.326 -2.607 -0.109
H -8.566 -1.302 -5.772
N 1.182 -1.975 -0.638
H 4.366 -1.473 2.283
H 2.308 -0.767 0.567
H -4.553 -4.822 -3.413
H -1.555 -0.248 1.610
H 3.597 3.884 4.393
H -6.263 3.294 1.221
C 1.849 -6.206 -1.010
N 0.477 3.042 1.048
H -7.415 -0.583 -6.914
H 5.150 3.104 4.751
C 3.697 6.622 6.762
C -3.704 1.435 -3.015
N 4.638 6.086 7.140
H -0.070 -4.603 0.186
H -6.975 -2.048 -6.016
C 0.198 3.357 -1.540
H 7.410 3.482 -0.062
H -1.746 -1.858 -4.909
O -2.486 -2.626 -0.671
Cl 0.826 -4.212 -3.847



Entry 2:
22
Properties=species:S:1:pos:R:3 method="wB97M-V/def2-TZVPD" gap_ev=9.86 e_lumo_ev=0.74 e_above_lowest_ev=5.713 mol_weight_da=147.24
C -4.462 -0.550 -0.558
H -5.725 0.638 0.814
H 2.357 1.581 -0.673
H -2.382 1.032 0.596
H -3.669 -0.869 -1.045
H 1.795 -2.146 -0.494
H 1.044 1.369 -1.880
C 0.944 -0.064 -0.109
H 0.784 1.947 -0.195
C 1.620 -1.175 -1.013
H 1.231 -1.226 1.785
S -0.921 -0.139 -0.282
C -5.121 0.290 0.068
C 1.483 -0.203 1.331
H 1.144 0.533 1.886
H 2.568 -0.144 1.209
H 2.551 -0.703 -1.478
O -0.935 -1.706 0.288
H -1.769 -2.131 0.702
C 1.302 1.248 -0.727
H 0.873 -1.415 -1.804
N -1.458 0.702 0.852



Entry 3:
121
Properties=species:S:1:pos:R:3 method="wB97M-V/def2-TZVPD" gap_ev=6.12 e_lumo_ev=-7.66 e_above_lowest_ev=3.698 mol_weight_da=924.07 total_charge=+2
C 2.209 -6.132 -3.426
C 3.445 -0.029 3.485
H -0.365 0.494 1.498
H -0.690 -6.967 3.912
H -5.566 -0.451 -5.204
O -5.340 -0.783 1.437
H -5.678 1.831 0.023
H -0.349 1.636 0.149
H 1.693 5.189 -1.608
O 3.139 4.073 0.626
H 4.153 1.088 0.470
C 3.031 3.448 4.902
H -6.343 1.017 -1.293
O -1.569 4.372 -1.518
H -4.310 -0.173 -0.268
H -0.695 -1.967 -5.374
C 1.868 3.710 0.090
O -1.650 -0.660 -2.705
C -4.743 0.026 -4.671
C -4.836 -2.201 3.205
H 5.447 0.000 2.487
H -4.675 1.011 -5.132
C -0.240 -4.976 3.020
C 4.836 5.663 1.475
C -0.180 -3.502 -3.748
C -0.461 -5.941 4.196
N 5.386 0.540 -1.094
C 2.954 -0.779 -3.428
O 3.574 1.232 3.944
O 5.996 -0.188 -0.330
C -0.482 0.588 0.419
H -1.296 3.879 3.924
C 2.573 2.064 4.328
H 2.834 0.004 2.583
O 0.583 -1.536 -0.464
H -3.446 -1.684 -4.160
H 4.706 2.410 -0.723
O -3.558 4.051 -2.314
C -1.474 2.832 3.680
H 3.219 0.187 -3.858
H -4.069 -2.078 3.970
N -2.834 2.411 3.304
H -2.214 3.079 0.403
C -3.481 -0.820 -4.824
Zr -1.553 -2.172 -0.531
H -3.607 2.402 -0.417
C -0.910 -2.995 -5.083
C 1.733 4.115 -1.427
H -0.960 -5.121 2.215
C -5.314 -0.391 0.096
O -2.985 1.239 3.365
H -0.126 -0.494 3.537
O -0.565 -3.071 -2.597
H 2.179 -4.202 -2.400
H -1.968 -2.847 -4.869
O 5.569 0.705 -2.334
H 0.249 0.843 -3.186
H -1.246 2.289 4.597
H 1.334 0.453 -0.859
C 4.868 -0.541 3.236
H 4.926 -1.615 3.060
H 2.483 3.674 -2.084
H -3.476 -1.231 -5.833
H -0.747 2.626 2.895
C -6.095 0.860 -0.244
O -3.465 -1.984 1.291
H -1.317 -5.620 4.790
H -1.800 -1.024 3.778
H 1.483 -6.916 -3.643
H 5.503 -0.446 4.117
C 0.834 -0.147 -0.099
N -2.705 3.928 -1.464
H 2.895 -0.733 4.110
H -5.647 -1.247 -0.491
C 3.340 5.322 1.105
H 1.120 4.171 0.736
H 4.957 6.545 2.104
H -4.988 -3.279 3.148
H -0.544 -1.635 4.793
O 1.683 -1.222 -5.306
H -5.717 -1.719 3.628
H 2.825 3.214 5.947
O -0.873 -2.548 1.654
H -0.854 -3.639 -5.961
C -3.103 3.337 -0.172
C 1.491 -4.912 -2.858
H -5.094 0.036 -3.640
H 0.724 -5.177 2.552
H 2.765 -5.937 -4.343
O 1.409 1.806 4.256
C -1.633 0.136 -3.643
O -0.238 -3.646 3.581
O -2.327 0.077 -4.731
H 1.606 -0.122 0.669
O -3.677 3.290 3.050
H 2.030 -0.874 -2.857
N 2.663 -1.547 -4.661
C 4.340 1.396 -0.559
H 1.827 2.627 0.198
O 2.590 6.265 1.004
H 4.053 3.658 4.586
C -0.612 -2.562 2.877
H -1.059 1.970 -2.762
H 3.506 1.095 -1.192
H -3.693 4.112 0.319
C -0.760 -1.351 3.763
H 0.903 -5.333 -2.042
C -4.490 -1.644 1.836
O 0.791 -4.364 -3.938
H 0.896 3.588 -1.883
H -0.584 1.758 -4.494
H 2.932 -6.562 -2.733
C -0.692 1.279 -3.521
O 3.403 -2.480 -4.964
H -7.029 0.940 0.313
O -1.756 0.003 0.049
H 0.375 -5.993 4.894
H 5.436 5.845 0.583
H 2.366 4.256 4.597
H 3.732 -1.277 -2.849
H 5.288 4.793 1.952



| no. | F_max (hartree/bohr) |
| --- | --- |
| 1 | 0.0792 |
| 2 | 0.1418 |
| 3 | 0.1768 |